Record 1
{
  "formula": "C5H8N2S",
  "method": "ωB97M-V/def2-TZVPD",
  "de_lowest_ev": 2.2681,
  "smiles": "S[C@]12C=NN[C@H]1CC2",
  "total_energy_ev": -19128.1533,
  "fmax_ev_per_a": 1.77,
  "gap_ev": 9.492,
  "species": ["S", "C", "C", "N", "N", "C", "C", "C", "H", "H", "H", "H", "H", "H", "H", "H"],
  "coordinates": [[-0.51266, 1.73554, -1.61747], [-0.31973, 0.53978, -0.30935], [-0.42448, 1.17747, 1.05139], [0.61054, 1.03229, 1.79587], [1.53369, 0.22143, 1.10670], [1.02254, -0.18106, -0.18418], [0.29637, -1.59692, -0.08793], [-1.07087, -0.86158, -0.46266], [-1.80340, 1.99265, -1.31812], [-1.23761, 1.80819, 1.38920], [2.42279, 0.69344, 1.09351], [1.73083, -0.10640, -1.02400], [0.65867, -2.26867, -0.87691], [0.35816, -2.10579, 0.87727], [-1.24689, -1.03090, -1.50509], [-2.01797, -1.04947, 0.07175]],
  "forces_ev_per_angstrom": [[-0.3587, 0.3851, -0.3421], [-1.2984, -1.1376, 0.3851], [0.6894, -0.1272, 0.5063], [-0.4623, -0.0319, -1.1020], [0.7763, 0.2766, 0.5754], [-0.3435, -1.3682, 0.4626], [-0.3423, 1.1038, -0.8702], [1.1326, 0.2685, 0.3577], [0.1996, 0.0736, -0.1908], [-0.0968, -0.1710, -0.0340], [0.1851, 0.0525, 0.1184], [-0.1493, 0.1009, 0.4735], [-0.3230, -0.0093, 0.2578], [0.0363, 0.4237, -0.0782], [-0.2924, -0.0095, -0.6464], [0.6473, 0.1700, 0.1267]],
  "nbo_charge": [0.006, -0.247, 0.010, -0.203, -0.468, -0.079, -0.402, -0.395, 0.124, 0.207, 0.371, 0.218, 0.206, 0.225, 0.211, 0.216]
}

***

Record 2
{
  "formula": "C13H20O2",
  "method": "ωB97M-V/def2-TZVPD",
  "total_energy_ev": -17893.1850,
  "s2": 2.0503,
  "multiplicity": 3,
  "fmax_ev_per_a": 5.33,
  "gap_ev": [5.656, 6.067],
  "species": ["C", "C", "C", "C", "C", "C", "C", "C", "C", "C", "C", "C", "C", "O", "O", "H", "H", "H", "H", "H", "H", "H", "H", "H", "H", "H", "H", "H", "H", "H", "H", "H", "H", "H", "H"],
  "coordinates": [[2.17141, -2.79399, -1.55114], [0.92752, -2.52333, -2.07301], [2.95671, -1.78821, -0.91105], [0.30585, -1.30372, -1.85362], [2.34152, -0.55863, -0.70268], [1.04336, -0.32193, -1.17635], [-2.63807, 0.22645, -0.10083], [-1.67893, -0.69918, 2.09536], [0.88064, 0.74871, 1.75488], [-0.91501, 2.37318, 1.13724], [-1.37087, -0.10454, 0.72652], [0.54332, 1.03095, -0.87416], [-0.25734, 0.99486, 0.81189], [1.42262, 2.03852, -0.74091], [-0.40398, 1.37664, -1.85067], [2.52547, -3.70103, -1.69514], [0.25035, -3.25229, -2.60383], [4.03988, -1.90473, -0.52880], [-0.65342, -1.32934, -2.21106], [2.64161, 0.37323, -0.28206], [-3.25063, -0.66164, -0.49171], [-2.27656, 0.75335, -0.93981], [-3.24566, 0.72354, 0.53199], [-0.99149, -1.36149, 2.62385], [-2.06780, 0.01177, 2.83012], [-2.55026, -1.25837, 2.07282], [1.03650, -0.37502, 2.11885], [1.74479, 1.24093, 1.26940], [0.66532, 1.24565, 2.61957], [-1.33732, 2.44485, 2.13397], [-0.06706, 3.01410, 1.09750], [-1.72605, 2.50208, 0.38086], [-0.68534, -0.81836, 0.22106], [1.13509, 2.78649, -1.19177], [-0.51615, 0.87052, -2.64728]],
  "forces_ev_per_angstrom": [[-2.2431, 1.1919, -0.9567], [-1.8970, 0.2338, -0.4292], [2.7504, 3.7701, 2.5806], [0.6592, -3.9421, -1.5330], [-0.4768, -1.3403, -0.8296], [2.3561, 3.2517, 2.4273], [1.9593, -3.4368, -0.9703], [-0.1530, 0.8636, 0.9097], [0.8888, -3.0524, -1.3237], [0.0832, -1.6595, -1.5629], [2.3622, -1.3978, 0.0400], [-3.5364, -1.3751, 0.9190], [-2.0092, 0.3445, -1.9294], [2.7131, -1.0033, 1.1666], [-1.0540, 1.9745, 0.7118], [1.8296, -4.1953, -0.4515], [1.3970, 0.3788, 0.6612], [-2.0098, -0.2079, -0.9287], [-2.3953, 1.0039, -0.4456], [1.7016, -0.2360, 0.5093], [1.2108, 0.8325, 0.7630], [-0.2941, 0.9889, -0.8797], [-2.2705, 2.1955, 1.6608], [0.5654, 0.3892, -0.4479], [0.6807, 0.7264, 0.0505], [-1.8406, -1.6933, -0.7698], [0.0245, 2.2745, -1.3634], [-0.0366, -0.6495, 0.8566], [-0.3864, 1.4543, 2.5267], [-0.0643, -0.3723, 0.2228], [0.1823, 1.4600, -0.3209], [0.8581, 0.6968, 0.5765], [-1.2278, -0.5944, 0.0466], [-0.9910, 1.9259, -1.3409], [0.6634, -0.8004, -0.1461]],
  "nbo_charge": [-0.146, -0.223, -0.230, -0.242, -0.213, -0.055, -0.622, -0.632, -0.668, -0.670, -0.245, 0.525, 0.078, -0.732, -0.766, 0.187, 0.216, 0.218, 0.208, 0.235, 0.207, 0.233, 0.200, 0.216, 0.199, 0.212, 0.217, 0.234, 0.209, 0.213, 0.212, 0.221, 0.209, 0.501, 0.494]
}